C31H37N5O4P2RhSe as an isolated structure. Source: the OMol25 dataset; level of theory: ωB97M-V/def2-TZVPD.

Last column: Löwdin spin population.
Cartesian coordinates (Å):
1 Rh -2.285 0.287 0.533  0.8055
2 O -0.514 0.697 -3.039  0.0011
3 C -0.856 0.588 -1.784  0.0111
4 O -2.003 0.871 -1.399  0.0153
5 C 0.187 0.230 -0.788  0.0872
6 C 2.298 0.224 -0.152  0.0551
7 C 2.389 0.018 1.306  0.0010
8 C 1.418 -0.551 2.013  0.0232
9 C 0.144 -0.971 1.325  0.0176
10 N -0.438 0.004 0.449  0.1983
11 C -0.937 -1.362 2.306  -0.0011
12 O -0.588 -2.264 3.174  0.0002
13 O -2.043 -0.826 2.276  -0.0039
14 H -1.250 0.995 -3.608  0.0002
15 H 3.291 0.310 -0.597  -0.0011
16 H 3.305 0.325 1.788  0.0007
17 H 1.503 -0.734 3.073  0.0010
18 H -1.257 -2.470 3.857  0.0000
19 C 0.271 4.002 -1.043  0.0790
20 P 0.437 2.753 0.271  0.5300
21 C 1.360 1.357 -0.706  0.1043
22 N 1.761 1.833 -1.904  0.4163
23 C 2.242 1.171 -2.952  0.0854
24 C 2.745 1.922 -4.030  0.2404
25 C 3.227 1.336 -5.188  0.1632
26 C 3.214 -0.052 -5.323  0.1476
27 C 2.717 -0.833 -4.301  0.2435
28 C 2.249 -0.291 -3.085  0.0791
29 N 1.820 -1.150 -2.172  0.3791
30 C 1.381 -0.792 -0.919  0.0505
31 P 0.717 -2.254 0.030  0.0138
32 C -0.767 -2.723 -0.894  0.0021
33 C 1.813 -3.743 0.329  0.0039
34 C 1.107 -4.673 1.307  0.0000
35 C 1.912 -4.335 -1.081  0.0015
36 C 3.170 -3.304 0.857  0.0008
37 C 1.255 3.658 1.764  0.0688
38 C 0.895 2.868 3.013  0.0059
39 C 2.750 3.710 1.503  0.0332
40 C 0.649 5.051 1.832  0.0031
41 H 1.230 4.480 -1.242  0.0194
42 H -0.454 4.750 -0.725  0.0019
43 H -0.074 3.529 -1.960  0.0028
44 H 2.772 2.995 -3.919  0.0066
45 H 3.599 1.957 -5.988  0.0039
46 H 3.589 -0.510 -6.223  0.0029
47 H 2.667 -1.906 -4.409  0.0064
48 H -1.035 -3.753 -0.658  0.0002
49 H -0.533 -2.658 -1.960  0.0018
50 H -1.618 -2.066 -0.662  -0.0006
51 H 0.067 -4.851 1.035  0.0000
52 H 1.142 -4.280 2.320  0.0000
53 H 1.610 -5.638 1.305  0.0000
54 H 0.991 -4.830 -1.380  0.0001
55 H 2.702 -5.084 -1.100  0.0006
56 H 2.170 -3.567 -1.815  -0.0002
57 H 3.086 -2.840 1.838  0.0002
58 H 3.668 -2.621 0.171  0.0004
59 H 3.802 -4.185 0.965  0.0001
60 H 1.359 1.885 3.020  0.0001
61 H -0.186 2.753 3.087  0.0021
62 H 1.234 3.399 3.900  -0.0004
63 H 3.184 2.718 1.409  0.0015
64 H 3.224 4.203 2.353  0.0101
65 H 2.983 4.293 0.614  0.0010
66 H -0.437 5.025 1.902  0.0017
67 H 0.944 5.678 0.995  0.0002
68 H 1.016 5.540 2.734  0.0007
69 Se -4.700 2.372 0.390  0.0104
70 N -4.180 0.639 0.603  -0.0037
71 C -5.247 -0.085 0.964  0.0058
72 C -5.287 -1.468 1.201  -0.0019
73 C -6.482 -2.034 1.582  0.0107
74 C -7.652 -1.269 1.725  -0.0065
75 C -7.659 0.085 1.491  0.0139
76 C -6.452 0.697 1.097  -0.0026
77 N -6.303 1.987 0.827  0.0466
78 H -4.388 -2.060 1.071  0.0006
79 H -6.529 -3.095 1.770  0.0006
80 H -8.562 -1.762 2.025  -0.0006
81 H -8.542 0.695 1.603  0.0006

Output
- multiplicity = 5
- charge = +3


C31H38BiN2P2Se2Si2Te2 as an isolated structure. Source: the OMol25 dataset; level of theory: ωB97M-V/def2-TZVPD.

Last column: Mulliken charge in e.
Cartesian coordinates (Å):
1 Bi -0.230 1.193 0.363  0.3613
2 C 4.155 0.537 1.186  -1.0202
3 Si 2.811 1.212 2.343  0.0954
4 C 2.680 3.044 1.936  -1.1733
5 C 3.362 1.038 4.155  -1.1482
6 N 1.275 0.468 2.054  0.1186
7 P 0.906 -1.113 1.896  2.9158
8 C 0.180 -1.293 0.354  -2.4021
9 P -1.509 -1.531 0.244  2.3002
10 N -2.211 -0.059 0.293  0.2959
11 Si -3.824 0.484 -0.091  -0.0324
12 C -4.830 -0.820 -1.017  -1.0695
13 C -4.861 0.904 1.442  -1.0221
14 C -3.628 2.008 -1.177  -0.8782
15 C -2.350 -2.668 1.387  0.4782
16 C -3.181 -2.179 2.387  -0.3976
17 C -3.821 -3.058 3.249  -0.8935
18 C -3.629 -4.425 3.119  -0.6122
19 C -2.777 -4.917 2.139  -0.8577
20 C -2.125 -4.041 1.287  -0.6940
21 C -1.838 -2.243 -1.410  0.5001
22 C -1.150 -1.638 -2.462  -1.0955
23 C -1.374 -2.034 -3.770  -0.6843
24 C -2.283 -3.048 -4.043  -0.5177
25 C -2.973 -3.654 -3.005  -0.7618
26 C -2.758 -3.246 -1.696  -0.1527
27 C 2.461 -2.068 1.998  -0.2876
28 C 3.140 -2.211 3.206  -0.3056
29 C 4.364 -2.860 3.248  -0.8280
30 C 4.917 -3.372 2.081  -0.4848
31 C 4.233 -3.255 0.879  -0.6510
32 C 3.009 -2.604 0.838  -0.4607
33 C 0.074 -1.654 3.423  0.2028
34 C 0.026 -3.008 3.753  -0.1039
35 C -0.604 -3.417 4.916  -0.8543
36 C -1.207 -2.481 5.746  -0.5831
37 C -1.184 -1.137 5.407  -0.7675
38 C -0.549 -0.723 4.245  -0.5199
39 H 4.862 1.324 0.913  0.5060
40 H 4.718 -0.282 1.641  0.2387
41 H 3.701 0.162 0.267  0.2533
42 H 3.672 3.501 1.986  0.3488
43 H 2.294 3.209 0.925  0.3685
44 H 2.032 3.573 2.632  0.1706
45 H 3.819 1.968 4.501  0.4402
46 H 2.513 0.818 4.805  0.2656
47 H 4.097 0.239 4.272  0.3305
48 H -4.850 -1.767 -0.473  0.2580
49 H -5.861 -0.474 -1.127  0.5085
50 H -4.427 -1.005 -2.014  0.2306
51 H -5.325 0.014 1.875  0.2849
52 H -4.266 1.392 2.214  0.2726
53 H -5.663 1.593 1.163  0.3970
54 H -2.806 1.908 -1.889  0.2779
55 H -4.545 2.200 -1.744  0.4007
56 H -3.430 2.899 -0.577  0.0741
57 H -3.319 -1.109 2.481  0.6786
58 H -4.480 -2.673 4.018  0.4539
59 H -4.131 -5.110 3.792  0.3850
60 H -2.634 -5.986 2.031  0.4205
61 H -1.433 -4.415 0.541  0.5713
62 H -0.439 -0.851 -2.242  0.3396
63 H -0.843 -1.551 -4.580  0.4241
64 H -2.457 -3.365 -5.064  0.3746
65 H -3.688 -4.440 -3.213  0.4054
66 H -3.321 -3.704 -0.893  0.3391
67 H 2.706 -1.800 4.110  0.6559
68 H 4.883 -2.971 4.192  0.3856
69 H 5.884 -3.859 2.111  0.3636
70 H 4.654 -3.675 -0.026  0.4041
71 H 2.457 -2.495 -0.088  0.3221
72 H 0.486 -3.738 3.096  0.4780
73 H -0.622 -4.467 5.182  0.4319
74 H -1.701 -2.809 6.653  0.3749
75 H -1.655 -0.404 6.051  0.4272
76 H -0.519 0.328 3.979  0.3149
77 Se -1.531 2.371 2.231  -0.2504
78 Te -0.830 4.779 1.878  -0.1758
79 Te -1.681 5.336 -0.616  -0.1436
80 Se -0.242 3.871 -2.028  -0.6159

Output
- charge = -1


Energy above the lowest of the compared OMol25 structures with the same formula, charge and spin list, top to bottom, in eV: 4.087 0.488
Max |F| list, top to bottom, in eV/A: 1.8 1.6